Formula: C4H12N2
Source: the OMol25 dataset
Level of theory: wB97M-V/def2-TZVPD

```
! wB97M-V def2-TZVPD RIJCOSX def2/J DEFGRID3
* xyz 0 1
N -0.5528 1.1034 2.2121
N 0.0002 -1.6533 -1.7599
C 1.0255 0.1074 -0.3502
C 0.6172 -1.4155 -0.4562
C -0.1990 0.9915 -0.3758
C -1.1308 0.8788 0.8871
H -0.8714 0.6943 -1.1917
H -0.2472 -1.4758 0.1933
H 1.5660 0.2469 0.6159
H -0.8073 1.9725 2.6506
H -2.0155 1.5015 0.8744
H 1.7891 0.3340 -1.0925
H 0.0064 2.0558 -0.5479
H 1.4646 -2.0516 -0.1770
H -1.4402 -0.1555 0.8273
H 0.6634 -1.5567 -2.5288
H 0.4545 1.0246 2.1383
H -0.3228 -2.6021 -1.9189
*
```

Calculated values
highest occupied orbital energy: -8.817 eV
SMILES: NCCCCN
gap between HOMO and LUMO: 10.0 eV

Formula: C4H12N2
Source: the OMol25 dataset
Level of theory: wB97M-V/def2-TZVPD

```
! wB97M-V def2-TZVPD RIJCOSX def2/J DEFGRID3
* xyz 1 2
N 2.7606 -0.5390 -1.6813
N 0.5188 -1.4307 -1.3706
C -2.5591 0.4551 1.1755
C -1.2791 1.1397 1.5640
C 2.0093 -1.5868 -1.2023
C -0.8227 2.3594 1.2706
H -1.3057 2.8727 0.5426
H 2.9504 -0.5125 -2.6516
H 0.2902 -0.5920 -0.7869
H -3.4447 0.8820 1.7048
H -2.8112 0.4762 0.1103
H -0.1307 2.8522 1.9637
H 2.2178 -2.4502 -1.8565
H -2.5999 -0.5835 1.5273
H 2.5917 0.4234 -1.3391
H 0.0569 -2.2312 -0.9851
H -0.7067 0.5090 2.1915
H 2.2640 -2.0437 -0.1768
*
```

Calculated values
highest occupied orbital energy (alpha / beta): -12.487 / -12.439 eV
⟨S²⟩: 0.76
gap between HOMO and LUMO (alpha / beta): 9.1 / 3.1 eV

Formula: C4H12N2O
Source: the OMol25 dataset
Level of theory: wB97M-V/def2-TZVPD

```
! wB97M-V def2-TZVPD RIJCOSX def2/J DEFGRID3
* xyz 0 1
O 2.9871 3.4821 5.0429
N -2.3799 -1.9099 0.9331
N 1.4862 -0.5901 -1.1031
C 0.6969 0.0954 -2.2047
C -1.1144 -1.4178 -1.1175
C -0.7721 -0.1467 -1.9331
C -2.2324 -1.3699 -0.3434
H 0.9173 1.1431 -1.9899
H 3.7759 3.2889 5.5956
H -1.4453 -0.1028 -2.8220
H -3.0183 -1.3827 1.4949
H -0.7528 -2.3128 -1.6134
H 1.0731 -0.3175 -3.1331
H -2.8039 -0.4697 -0.6303
H 2.4514 -0.3511 -1.2882
H -1.1720 0.6907 -1.3762
H -1.5973 -2.4086 1.3027
H 1.1523 -0.2698 -0.2054
H 2.7483 4.3492 5.3909
*
```

Calculated values
highest occupied orbital energy: -7.156 eV
SMILES: N/C=C/CCN.O
gap between HOMO and LUMO: 8.2 eV

Formula: C4H12N2O
Source: the OMol25 dataset
Level of theory: wB97M-V/def2-TZVPD

```
! wB97M-V def2-TZVPD RIJCOSX def2/J DEFGRID3
* xyz 0 1
O 0.4866 -0.9554 1.1210
N 1.3580 1.2524 -0.8661
N 2.4764 0.7598 -0.1068
C -1.8397 -0.2527 0.8203
C -0.4276 -1.2316 -1.0678
C -0.3805 -0.3417 0.1696
C 0.0361 1.1079 -0.1145
H -0.8582 -2.2085 -0.8211
H -2.5819 0.0654 0.0822
H 2.6903 1.3717 0.6821
H 0.5780 -1.4311 -1.4523
H -1.0255 -0.7805 -1.8648
H -0.7165 1.6048 -0.7346
H -1.8645 0.4286 1.6771
H 0.4625 -0.4207 1.9334
H -2.1228 -1.2391 1.2030
H 1.2995 0.7696 -1.7675
H 2.2930 -0.1730 0.2884
H 0.1367 1.6742 0.8184
*
```

Calculated values
highest occupied orbital energy: -8.521 eV
SMILES: CC(C)(O)CNN
gap between HOMO and LUMO: 9.3 eV

Formula: C4H12N2O
Source: the OMol25 dataset
Level of theory: wB97M-V/def2-TZVPD

```
! wB97M-V def2-TZVPD RIJCOSX def2/J DEFGRID3
* xyz 0 1
O -2.0694 1.8961 -1.5155
N -2.3366 -1.7946 -0.0863
N -0.5779 -0.6529 0.9531
C 1.5450 1.3380 -0.0088
C 0.8654 -0.8344 1.0850
C 1.7303 -0.1730 0.0182
C -1.2368 -1.1504 -0.1561
H 1.7209 1.8461 0.9380
H 0.9983 -1.9212 1.0232
H 1.2808 -0.5631 2.0541
H -2.3657 1.9276 -2.4332
H -2.5120 1.1410 -1.1143
H 1.4033 -0.4804 -0.9741
H -0.6739 -1.0016 -1.0825
H -2.3067 -2.4890 0.6567
H -1.0203 -0.0423 1.6123
H 0.5662 1.6235 -0.4020
H 2.2221 1.7990 -0.7347
H 2.7671 -0.4683 0.1668
*
```

Calculated values
highest occupied orbital energy: -8.959 eV
SMILES: [H]/N=C\NCCC.O
gap between HOMO and LUMO: 9.9 eV

Formula: C4H12N2O
Source: the OMol25 dataset
Level of theory: wB97M-V/def2-TZVPD

```
! wB97M-V def2-TZVPD RIJCOSX def2/J DEFGRID3
* xyz 0 1
O 2.8039 1.3925 -1.1990
N -0.2033 1.8385 -1.2155
N 0.4147 -2.8572 1.5201
C -1.4275 0.2362 0.3308
C -0.7255 -1.0912 0.3219
C -0.1917 -1.5881 1.4210
C -1.3995 0.9986 -0.9954
H 0.0091 -3.5057 2.1911
H -0.2213 -0.9396 2.2980
H -2.2786 1.6143 -1.1786
H -0.9503 0.8636 1.0849
H 2.9990 2.3339 -1.1686
H -1.3444 0.2696 -1.7952
H 3.5770 0.9863 -1.6181
H -2.4795 0.1695 0.6246
H 1.4070 -2.8637 1.7337
H 0.5571 1.1773 -1.2967
H -0.0725 2.4302 -0.4012
H -0.4738 -1.4650 -0.6579
*
```

Calculated values
highest occupied orbital energy: -8.839 eV
SMILES: N/C=C/CCN.O
gap between HOMO and LUMO: 9.6 eV

Formula: C4H12N2O
Source: the OMol25 dataset
Level of theory: wB97M-V/def2-TZVPD

```
! wB97M-V def2-TZVPD RIJCOSX def2/J DEFGRID3
* xyz 0 1
O -1.4193 -1.3497 -0.6443
N 1.4696 -1.5972 -0.2738
N -0.6265 -0.1708 -0.2659
C -1.2417 0.8900 -1.0819
C 1.0620 -0.2665 -0.5556
C 1.5985 0.7637 0.2853
C -0.6640 0.5062 1.5223
H 2.2887 0.4754 1.0670
H 1.0873 -0.0728 -1.6300
H 0.8975 -2.3042 -0.7147
H -1.7367 0.3192 1.5704
H 1.7735 1.7428 -0.1381
H -1.3386 -1.9376 0.1187
H 1.5903 -1.7919 0.7105
H -1.2096 0.6088 -2.1358
H -0.6862 1.8090 -0.9211
H -0.1087 -0.1868 2.1413
H -0.4526 1.5455 1.7323
H -2.2834 1.0168 -0.7865
*
```

Calculated values
highest occupied orbital energy: -6.339 eV
gap between HOMO and LUMO: 6.9 eV

Formula: C4H12N2O
Source: the OMol25 dataset
Level of theory: wB97M-V/def2-TZVPD

```
! wB97M-V def2-TZVPD RIJCOSX def2/J DEFGRID3
* xyz 0 1
O -2.2824 -1.7626 0.4069
N 0.6491 1.2100 0.2834
N 2.6081 -0.3162 0.1552
C -1.7356 -0.5286 0.7845
C -0.0688 0.6039 -0.7881
C -1.5345 0.4073 -0.4016
C 2.0210 0.9501 0.3203
H 1.2027 -1.8365 0.5556
H 0.3374 -0.2862 -1.2046
H -0.7788 -0.7843 1.2683
H -2.1974 0.0989 -1.1877
H -0.0022 1.2454 -1.6796
H 1.5029 -1.1700 0.1749
H 2.7453 -0.5920 -0.8266
H -2.2252 -0.0789 1.6480
H -1.8263 1.4444 -0.1550
H -3.1222 -1.6262 -0.0381
H 2.3891 1.4371 1.2216
H 2.3177 1.5842 -0.5375
*
```

Calculated values
highest occupied orbital energy: -7.967 eV
gap between HOMO and LUMO: 5.8 eV

Formula: C4H12N2O
Source: the OMol25 dataset
Level of theory: wB97M-V/def2-TZVPD

```
! wB97M-V def2-TZVPD RIJCOSX def2/J DEFGRID3
* xyz 0 1
O 0.0318 0.1678 -3.1080
N -1.6032 -2.2294 2.5895
N -1.4746 -1.1906 0.5132
C 1.2073 1.3474 0.2586
C -1.3625 -1.0885 1.7654
C 0.7832 0.0987 -1.9008
C 0.4558 1.3175 -1.0635
H 2.2909 1.2700 0.1245
H 1.1175 2.3304 0.7278
H 0.4949 -0.8146 -1.3624
H 0.4076 -0.4540 -3.7525
H -0.7126 -2.5295 2.9955
H -1.0965 -0.1951 2.3459
H 0.6870 2.2081 -1.6524
H -2.0528 -1.8991 3.4456
H -1.2997 -0.2663 0.1224
H -0.6245 1.3552 -0.9027
H 1.8546 0.0048 -2.0957
H 0.8959 0.5671 0.9495
*
```

Calculated values
highest occupied orbital energy: -10.039 eV
SMILES: [H]/N=C/N.CCCO
gap between HOMO and LUMO: 10.9 eV

Formula: C4H12N2O
Source: the OMol25 dataset
Level of theory: wB97M-V/def2-TZVPD

```
! wB97M-V def2-TZVPD RIJCOSX def2/J DEFGRID3
* xyz 0 1
O 0.1472 1.6711 3.3779
N -0.3556 0.1177 1.5974
N 0.4794 -0.3940 -1.9902
C -0.4322 -0.6015 -3.1035
C -0.1883 0.1605 -0.7910
C 0.5840 0.5306 2.6564
C 0.2332 -0.6094 0.4872
H 1.3200 -0.6890 0.5232
H 1.1533 0.2982 -2.3049
H 1.5719 0.7483 2.2786
H 0.0563 1.2136 -0.6392
H -0.7995 1.8153 3.1893
H 0.6077 -0.2930 3.3842
H -1.0301 -0.4380 2.1012
H -1.0939 0.2800 -3.3106
H -1.0375 -1.4710 -2.8197
H 0.0711 -0.7769 -4.0495
H -1.2711 0.1031 -0.8874
H -0.0158 -1.6656 0.3005
*
```

Calculated values
highest occupied orbital energy: -8.919 eV
SMILES: CNCCNCO
gap between HOMO and LUMO: 10.0 eV

Formula: C4H12N2O
Source: the OMol25 dataset
Level of theory: wB97M-V/def2-TZVPD

```
! wB97M-V def2-TZVPD RIJCOSX def2/J DEFGRID3
* xyz 0 1
O 1.9670 0.1020 -1.4770
N 1.5708 -1.8388 1.0991
N -0.3047 -0.9222 -0.0694
C -0.7607 0.4061 0.5515
C -1.5030 2.6225 -0.1625
C -1.7014 1.1061 -0.4249
C 0.2785 -1.7935 0.6405
H 0.1594 0.9548 0.7731
H -1.7681 2.7133 0.8888
H -1.4924 0.7187 -1.4194
H -2.7601 0.8653 -0.1661
H 2.3174 -1.1892 0.8986
H -0.1879 -2.7095 1.0423
H 2.1533 -0.8115 -1.7108
H 1.7503 -2.4865 1.8492
H -2.2953 3.0743 -0.7339
H 1.1364 0.0725 -0.9696
H -0.5341 3.0434 -0.4119
H -1.2772 0.2024 1.4947
*
```

Calculated values
highest occupied orbital energy: -8.045 eV
SMILES: CCC/N=C\N.O
gap between HOMO and LUMO: 8.8 eV

Formula: C4H12N2O
Source: the OMol25 dataset
Level of theory: wB97M-V/def2-TZVPD

```
! wB97M-V def2-TZVPD RIJCOSX def2/J DEFGRID3
* xyz 0 1
O -1.5360 -1.0426 -0.3740
N 1.2321 -1.4874 -1.2131
N 2.5236 1.8260 -0.0414
C 1.7157 -0.1442 -1.1826
C -2.9540 -0.1426 1.2985
C -1.6607 0.0252 0.5347
C 2.0442 0.5154 -0.0795
H -3.1207 0.6953 1.9753
H -0.8130 0.0619 1.2342
H 2.3388 2.3296 0.8067
H -1.6637 0.9958 0.0149
H 2.0222 0.0297 0.8896
H 1.3795 -1.9011 -2.1233
H -0.6063 -1.1296 -0.6406
H 1.7463 0.3661 -2.1365
H 2.3703 2.3675 -0.8750
H 1.6887 -2.0800 -0.5317
H -3.7834 -0.2013 0.5888
H -2.9238 -1.0835 1.8548
*
```

Calculated values
highest occupied orbital energy: -7.649 eV
SMILES: N/C=C/N.CCO
gap between HOMO and LUMO: 8.6 eV

Formula: C4H12N2O2
Source: the OMol25 dataset
Level of theory: wB97M-V/def2-TZVPD

```
! wB97M-V def2-TZVPD RIJCOSX def2/J DEFGRID3
* xyz -1 2
O 2.4354 -0.5794 1.3485
O -0.7043 -0.7753 2.1022
N 1.7087 -0.6938 -1.8607
N -0.7011 1.1551 -0.2698
C 0.6527 0.3067 -2.2395
C -1.8603 0.8200 0.5539
C -1.7562 -0.3090 1.5821
C -0.5560 0.1401 -1.3535
H -1.4664 0.4624 -1.9046
H -2.7228 0.5292 -0.0729
H 1.5840 -0.9483 -0.8844
H 2.6256 0.1616 1.9362
H 2.6355 -0.2684 -1.9755
H -1.9987 1.7969 1.0445
H 1.5982 -0.9262 1.6880
H -2.6972 -0.6874 2.0709
H 0.4016 0.0105 -3.2645
H -0.6707 -0.9191 -1.0858
H 1.0277 1.3412 -2.3427
H 0.1186 1.0961 0.3356
*
```

Calculated values
highest occupied orbital energy (alpha / beta): 0.248 / -3.430 eV
⟨S²⟩: 0.75
gap between HOMO and LUMO (alpha / beta): 3.7 / 7.3 eV

Formula: C4H12N2O2
Source: the OMol25 dataset
Level of theory: wB97M-V/def2-TZVPD

```
! wB97M-V def2-TZVPD RIJCOSX def2/J DEFGRID3
* xyz -1 2
O -0.6926 1.7795 -1.5167
O -0.7581 3.5769 0.2694
N -0.3743 -0.1377 0.6650
N 1.5430 1.2000 0.1048
C -0.4697 -2.6376 0.4056
C 0.4444 -2.9806 -0.5633
C 1.0989 -0.0552 0.6622
C -0.9491 -1.4101 0.8550
H 0.7440 -4.0176 -0.6493
H 1.3097 1.9669 0.7244
H -0.9559 -3.4933 0.8803
H -1.4187 4.2518 0.1047
H -1.8904 -1.4076 1.3955
H 1.4479 -0.1486 1.6980
H -0.8255 2.1039 -2.4120
H -0.7603 0.3517 -0.1551
H 0.8245 -2.3015 -1.3142
H 0.9438 1.3310 -0.7230
H 1.5564 -0.8699 0.1007
H -0.8179 2.8978 -0.5320
*
```

Calculated values
highest occupied orbital energy (alpha / beta): -3.749 / -4.473 eV
⟨S²⟩: 0.78
gap between HOMO and LUMO (alpha / beta): 7.6 / 7.7 eV

Formula: C4H12N2O2
Source: the OMol25 dataset
Level of theory: wB97M-V/def2-TZVPD

```
! wB97M-V def2-TZVPD RIJCOSX def2/J DEFGRID3
* xyz 0 1
O 2.0181 0.8969 -1.4532
O -1.3403 -2.6790 2.8442
N -1.0351 -0.1053 0.3069
N 0.3595 -0.3422 -2.1730
C 0.9498 0.3553 -1.1708
C 0.9725 1.4399 0.9529
C -1.7318 0.9795 -0.2999
C 0.4651 0.1397 0.2219
H 1.6434 2.0020 0.3928
H -2.7720 0.6668 -0.3336
H -2.0790 -3.2419 2.7063
H 1.2184 -0.7251 0.5197
H 0.2096 2.2013 1.1083
H 0.6627 -0.3185 -3.2185
H 1.5791 1.1796 1.8657
H -1.3942 -0.6563 1.0649
H -0.2474 -1.0528 -1.6830
H -1.2679 1.0710 -1.3163
H -0.5868 -3.2049 2.5773
H -1.5935 1.9818 0.0261
*
```

Calculated values
highest occupied orbital energy: -8.696 eV
SMILES: CN[C@H](C)C(N)=O.O
gap between HOMO and LUMO: 9.2 eV

Formula: C4H12N2O2
Source: the OMol25 dataset
Level of theory: wB97M-V/def2-TZVPD

```
! wB97M-V def2-TZVPD RIJCOSX def2/J DEFGRID3
* xyz 0 1
O -0.5784 -2.5105 -1.6649
O 0.4969 -0.5480 -1.5666
N -0.6955 -1.1844 0.2416
N -1.5491 -2.2542 0.6903
C -0.2232 -1.3938 -0.9953
C -0.8817 1.6568 0.2049
C 1.9980 0.6133 0.4821
C 0.4125 2.0160 -0.3040
H 0.5968 1.9020 -1.3639
H 1.0184 2.7536 0.2021
H 1.2339 0.3949 -0.4023
H 2.8654 1.1831 0.1641
H 1.6479 0.9062 1.4654
H -1.6582 1.7800 -0.5515
H -1.1544 2.1603 1.1303
H -1.2423 -2.5334 1.6161
H 2.2189 -0.4574 0.5371
H -1.1098 -3.0223 -1.0171
H -0.8959 0.4437 0.3483
H -2.5003 -1.9061 0.7832
*
```

Calculated values
highest occupied orbital energy: -8.347 eV
gap between HOMO and LUMO: 7.8 eV

Formula: C4H12N2O2
Source: the OMol25 dataset
Level of theory: wB97M-V/def2-TZVPD

```
! wB97M-V def2-TZVPD RIJCOSX def2/J DEFGRID3
* xyz 0 1
O 0.9256 -1.4442 0.9601
O 0.9849 0.8081 1.3803
N -0.7619 -0.5209 -1.5051
N -0.9062 1.5339 -0.2940
C 0.7917 -0.1777 0.3796
C -1.7154 -0.4968 0.7143
C 1.8946 -0.0867 -0.6806
C -0.6378 0.1003 -0.2002
H 1.7599 -0.8894 -1.3940
H 2.8587 -0.2021 -0.1944
H -2.6767 -0.0658 0.4374
H 0.1867 -1.6060 1.5511
H -0.8644 1.9542 0.6271
H -1.7602 -1.5742 0.5952
H 1.7647 0.5556 1.8899
H -0.1922 1.9878 -0.8574
H -1.5151 -0.2336 1.7537
H -1.7411 -0.5406 -1.7770
H 1.8657 0.8769 -1.1836
H -0.2613 0.0212 -2.2023
*
```

Calculated values
highest occupied orbital energy: -9.267 eV
SMILES: CC(N)(N)C(C)(O)O
gap between HOMO and LUMO: 10.0 eV

Formula: C4H12N2O2
Source: the OMol25 dataset
Level of theory: wB97M-V/def2-TZVPD

```
! wB97M-V def2-TZVPD RIJCOSX def2/J DEFGRID3
* xyz 0 1
O -2.0374 -0.6846 -0.6573
O -0.9060 1.3548 -1.9028
N 2.6067 0.8532 -0.0338
N 0.1178 0.1401 1.0152
C -2.2262 -0.2664 0.5084
C -1.2523 0.0779 1.4518
C 0.7877 -0.9602 0.4427
C 2.0480 -0.5243 -0.4405
H 2.6097 0.0341 0.9817
H -0.4519 1.0664 -2.6970
H -1.4527 0.6802 2.3373
H 0.9273 -1.7815 1.1751
H 3.5136 0.9231 -0.5297
H 0.1438 -1.3985 -0.3316
H 2.8845 -1.2642 1.8490
H -1.3330 0.5832 -1.4960
H 1.5801 -0.3160 -1.4286
H 2.6869 -1.4139 -0.6188
H 0.6643 0.4645 1.8073
H -3.2857 -0.0917 0.7747
*
```

Calculated values
highest occupied orbital energy: -7.425 eV
gap between HOMO and LUMO: 4.0 eV

Formula: C4H12N2O2
Source: the OMol25 dataset
Level of theory: wB97M-V/def2-TZVPD

```
! wB97M-V def2-TZVPD RIJCOSX def2/J DEFGRID3
* xyz 0 1
O 0.2690 -2.1185 1.7399
O 2.3307 1.3208 -0.5892
N -0.3385 -1.6522 -0.6529
N -0.1765 1.8648 0.6657
C -0.0537 1.3395 -0.6387
C -1.2035 0.5889 -1.1371
C -1.4546 -0.6407 -0.3057
C 1.2233 1.1390 -1.1443
H 1.1700 0.9938 -2.2528
H 0.5295 -1.1223 -0.4768
H -1.4299 -0.3628 0.7900
H 1.9963 -0.4596 2.1841
H 2.3128 -0.4775 1.5000
H 0.7023 1.6864 1.0321
H -1.0171 0.3502 -2.1946
H 0.2688 -3.0400 2.1115
H -0.2971 2.8211 0.6395
H -0.3620 -2.2138 0.2246
H -2.3682 -1.2312 -0.4037
H -2.1017 1.2143 -1.0917
*
```

Calculated values
highest occupied orbital energy: -7.759 eV
gap between HOMO and LUMO: 3.9 eV

Formula: C4H12N2O2
Source: the OMol25 dataset
Level of theory: wB97M-V/def2-TZVPD

```
! wB97M-V def2-TZVPD RIJCOSX def2/J DEFGRID3
* xyz 0 1
O -0.4008 0.5612 -1.5916
O -0.3744 -1.1052 -0.0295
N -2.7146 1.6198 -0.2895
N -1.7402 0.7569 0.2783
C -1.1868 -0.2401 -0.6245
C 2.1266 -1.3499 -0.1190
C 1.0930 0.2406 1.6008
C 1.2219 -0.1895 0.1708
H 0.8562 -0.6065 2.2381
H -2.2186 2.2886 -0.8697
H -3.3494 1.1017 -0.9043
H 1.8579 -2.2089 0.4919
H -2.1422 0.2809 1.0786
H 0.2886 0.9704 1.6846
H 2.0696 -1.6376 -1.1691
H -0.0730 -0.0603 -2.2573
H 1.4718 0.6665 -0.4528
H 2.0369 0.7028 1.9075
H 3.1566 -1.0301 0.0758
H -1.9790 -0.7614 -1.2191
*
```

Calculated values
highest occupied orbital energy: -9.053 eV
gap between HOMO and LUMO: 9.9 eV

Looking at F_max for the records above, in order, we have 1.99 3.41 2.92 2.40 2.11 1.36 1.75 2.48 0.95 1.75 2.35 0.43 2.69 1.21 4.56 0.63 0.60 5.78 4.73 3.30 eV/Å.
Looking at relative energy (zero: lowest compared OMol25 entry of this formula, charge and spin) for the records above, in order, we have 18.3 60.7 80.5 45.7 53.3 47.3 158.3 193.1 44.2 48.5 63.2 38.7 46.8 33.7 64.6 131.2 23.2 240.1 209.1 90.7 kcal/mol.